23
Properties=species:S:1:pos:R:3 method="wB97M-V/def2-TZVPD" e_lumo_ha=0.033 smiles="CC(=O)N(C)N.C=CC" homo_lumo_gap_ev=9.84 fmax_ev_per_a=3.69
C -1.222 -1.710 -0.400
C -1.128 -0.648 0.604
O -1.037 -0.695 1.806
N -1.843 0.475 -0.084
C -1.002 1.442 -0.784
N -2.773 1.155 0.754
H -1.053 -2.705 -0.002
H -2.181 -0.984 -0.846
H -0.600 -1.515 -1.272
H -1.635 2.125 -1.348
H -0.330 0.909 -1.451
H -0.406 2.016 -0.070
H -2.325 1.354 1.652
H -3.542 0.517 0.943
C 2.335 -0.231 -1.331
C 2.189 -0.691 -0.097
C 2.407 0.104 1.148
H 2.236 -0.872 -2.196
H 2.607 0.799 -1.525
H 1.932 -1.734 0.056
H 1.510 0.089 1.771
H 2.659 1.140 0.923
H 3.203 -0.339 1.751

60
Properties=species:S:1:pos:R:3 method="wB97M-V/def2-TZVPD" e_lumo_ha="0.177 / 0.177" homo_lumo_gap_ev="3.60 / 6.32" fmax_ev_per_a=0.37 spin_multiplicity=2 total_charge=-2
Cd 0.070 -0.922 0.783
O 1.004 -2.070 -0.822
C 1.942 -1.651 -1.642
C 2.048 -2.255 -2.900
C 3.028 -1.928 -3.852
C 3.953 -0.936 -3.539
C 3.881 -0.297 -2.315
C 2.897 -0.588 -1.319
C 2.872 0.242 -0.175
N 2.026 0.203 0.859
C 2.145 1.207 1.872
C 0.757 1.601 2.400
N 0.018 0.393 2.691
C -0.621 0.226 3.770
C -1.316 -0.991 4.163
C -2.092 -0.911 5.326
C -2.785 -1.984 5.845
C -2.686 -3.208 5.166
C -1.926 -3.334 4.033
C -1.194 -2.241 3.458
O -0.488 -2.445 2.419
H 1.321 -3.035 -3.111
H 3.058 -2.444 -4.806
H 4.729 -0.658 -4.247
H 4.599 0.487 -2.084
H 3.630 1.038 -0.173
H 2.645 2.119 1.504
H 2.739 0.844 2.733
H 0.206 2.141 1.623
H 0.840 2.245 3.288
H -0.660 1.044 4.508
H -2.141 0.052 5.829
H -3.385 -1.884 6.741
H -3.225 -4.074 5.541
H -1.853 -4.279 3.507
O -0.696 0.887 -0.774
N -0.106 1.948 -1.244
C 0.985 1.754 -2.024
C 1.691 2.795 -2.568
C 1.259 4.094 -2.297
C 0.139 4.278 -1.524
C -0.599 3.205 -0.979
S -2.034 3.446 -0.069
H 1.242 0.713 -2.159
H 2.565 2.569 -3.162
H 1.789 4.951 -2.697
H -0.238 5.267 -1.306
C -1.749 -2.285 -2.162
N -2.441 -1.009 -2.121
C -2.493 -0.093 -3.160
C -3.011 1.046 -2.661
N -3.300 0.815 -1.332
C -2.882 -0.427 -0.984
S -2.851 -1.082 0.572
H -1.711 -2.618 -3.199
H -2.298 -3.003 -1.557
H -0.733 -2.187 -1.767
H -2.136 -0.338 -4.144
H -3.175 2.004 -3.120
H -3.249 1.563 -0.639

59
Properties=species:S:1:pos:R:3 method="wB97M-V/def2-TZVPD" e_lumo_ha=-0.178 homo_lumo_gap_ev=1.29 fmax_ev_per_a=8.78
O -1.842 -0.050 3.004
S -2.240 -1.361 3.727
O -3.033 -2.362 2.814
Cl -3.546 -0.825 5.279
N -0.822 -2.271 4.281
S 0.493 -2.037 3.152
O 1.227 -0.738 3.574
O 1.486 -3.240 3.396
C 0.011 -2.123 1.345
C 0.909 -1.148 0.352
O 0.204 0.138 0.068
H -1.114 -1.873 1.115
H 0.187 -3.229 0.969
H 0.996 -1.713 -0.677
H 1.972 -0.927 0.806
H 0.910 0.856 0.041
Cs 2.374 1.545 -0.204
N -1.420 0.787 -4.473
H -0.677 1.339 -4.916
H -2.296 1.322 -4.482
H -1.549 -0.091 -4.989
H -1.157 0.577 -3.502
Br -1.879 -0.379 8.976
C -3.117 1.025 9.523
C -4.506 0.474 9.747
Br -5.417 0.148 8.054
H -3.077 1.803 8.755
H -2.704 1.420 10.456
H -5.131 1.203 10.270
H -4.514 -0.469 10.301
F 0.507 1.007 -9.667
Al -0.807 1.084 -8.438
F -2.381 1.382 -9.261
F -0.471 2.423 -7.282
F -0.884 -0.477 -7.543
N -1.702 2.494 6.685
O -0.677 2.234 6.034
O -2.785 1.973 6.371
O -1.644 3.273 7.650
O -4.554 1.013 -7.484
H -3.728 1.161 -7.968
H -5.113 0.536 -8.116
O 1.047 4.928 -7.543
H 1.014 5.896 -7.535
H 0.198 4.661 -7.158
O 1.803 5.521 -4.623
H 1.512 5.167 -5.477
H 2.529 4.933 -4.362
N 6.774 -3.190 -0.826
C 5.929 -3.007 0.238
C 5.004 -4.027 0.227
C 5.305 -4.858 -0.879
C 6.404 -4.319 -1.510
H 7.549 -2.586 -1.068
H 6.057 -2.168 0.908
H 4.200 -4.159 0.940
H 4.778 -5.753 -1.182
H 6.953 -4.641 -2.385
Na -3.546 1.694 -5.509

228
Properties=species:S:1:pos:R:3 method="wB97M-V/def2-TZVPD" e_lumo_ha=-0.008 smiles="CC1(C)CCCC(C)(C)N1O.CC1(C)CCCC(C)(C)N1O.CC1(C)CCCC(C)(C)N1O.CC1(C)CCCC(C)(C)N1O.CC1(C)CCCC(C)(C)N1O.CC1(C)CCCC(C)(C)N1O.NC(N)=O.NC(N)=O.NC(N)=O.NC(N)=O.NC(N)=O.NC(N)=O" homo_lumo_gap_ev=7.58 fmax_ev_per_a=10.48
C 4.736 5.151 2.560
C 3.537 5.010 3.531
C 2.921 6.435 3.842
C 2.535 4.136 2.697
C 1.237 3.949 3.580
C 1.542 3.097 4.851
C 2.801 3.560 5.620
C 2.281 4.615 6.601
C 3.480 2.375 6.365
N 3.853 4.095 4.715
O 4.823 4.689 5.493
H 4.614 5.731 1.645
H 5.495 5.805 2.988
H 5.278 4.215 2.427
H 2.797 6.907 2.868
H 1.967 6.508 4.365
H 3.538 7.066 4.481
H 2.124 4.787 1.926
H 3.140 3.267 2.438
H 0.807 4.940 3.727
H 0.426 3.509 3.000
H 1.412 2.040 4.620
H 0.629 3.295 5.412
H 3.112 4.818 7.276
H 1.594 4.116 7.285
H 1.866 5.526 6.169
H 4.211 2.672 7.117
H 3.880 1.722 5.589
H 2.755 1.825 6.964
H 4.424 5.292 6.125
C 6.963 4.193 -5.700
C 7.083 4.305 -4.211
C 8.420 3.677 -3.647
C 7.027 5.804 -3.826
C 5.680 6.531 -3.652
C 4.896 5.610 -2.625
C 4.768 4.115 -2.920
C 4.411 3.519 -1.546
C 3.700 3.632 -3.994
N 6.047 3.508 -3.369
O 5.943 2.104 -3.570
H 5.924 4.361 -5.985
H 7.535 5.046 -6.066
H 7.330 3.301 -6.207
H 9.201 3.913 -4.370
H 8.772 4.225 -2.774
H 8.389 2.611 -3.422
H 7.403 5.837 -2.804
H 7.485 6.422 -4.599
H 5.815 7.585 -3.410
H 5.210 6.764 -4.607
H 3.863 5.946 -2.726
H 5.097 5.793 -1.570
H 4.001 2.531 -1.751
H 3.533 4.007 -1.123
H 5.272 3.478 -0.878
H 3.724 4.171 -4.941
H 2.723 3.961 -3.640
H 3.545 2.553 -4.030
H 5.155 2.091 -4.119
C -6.623 -0.731 -0.723
C -6.782 0.679 0.015
C -7.972 0.878 1.017
C -5.472 0.795 0.853
C -4.203 1.139 0.065
C -4.508 2.377 -0.821
C -5.746 2.269 -1.784
C -5.939 3.723 -2.342
C -5.379 1.353 -3.055
N -6.890 1.711 -1.035
O -8.031 1.568 -1.869
H -7.456 -0.769 -1.425
H -5.722 -1.061 -1.240
H -7.063 -1.575 -0.192
H -8.310 1.909 1.118
H -8.734 0.142 0.761
H -7.708 0.588 2.034
H -5.631 1.475 1.690
H -5.146 -0.151 1.284
H -3.418 1.376 0.783
H -3.837 0.267 -0.477
H -3.596 2.705 -1.320
H -4.759 3.205 -0.160
H -5.053 4.093 -2.858
H -6.227 4.529 -1.666
H -6.723 3.712 -3.099
H -6.147 1.329 -3.828
H -5.121 0.329 -2.783
H -4.484 1.773 -3.516
H -8.528 2.364 -1.664
C -5.505 -7.741 -2.333
C -4.156 -7.435 -1.649
C -3.827 -8.672 -0.750
C -2.916 -7.487 -2.643
C -2.841 -6.245 -3.463
C -2.563 -4.972 -2.608
C -3.568 -4.828 -1.348
C -2.745 -4.134 -0.280
C -4.769 -3.995 -1.994
N -4.011 -6.215 -0.863
O -4.979 -6.060 0.111
H -5.243 -8.383 -3.175
H -6.174 -8.292 -1.672
H -5.956 -6.817 -2.693
H -3.803 -9.649 -1.233
H -2.859 -8.526 -0.271
H -4.626 -8.606 -0.011
H -2.009 -7.774 -2.110
H -3.108 -8.368 -3.255
H -1.978 -6.428 -4.104
H -3.810 -6.058 -3.926
H -2.698 -4.181 -3.345
H -1.495 -4.851 -2.427
H -2.488 -3.149 -0.669
H -1.872 -4.722 0.004
H -3.289 -3.941 0.644
H -5.204 -4.414 -2.901
H -4.559 -2.946 -2.200
H -5.615 -3.993 -1.308
H -5.742 -5.774 -0.397
C 0.287 2.921 -4.978
C -1.048 2.719 -5.806
C -2.234 2.763 -4.831
C -0.943 3.838 -6.903
C -1.856 3.652 -8.132
C -1.605 2.256 -8.677
C -1.579 1.099 -7.741
C -3.084 0.650 -7.429
C -0.902 -0.087 -8.565
N -0.837 1.427 -6.539
O -0.808 0.356 -5.714
H 0.495 2.151 -4.235
H 1.120 2.822 -5.675
H 0.232 3.877 -4.458
H -3.128 2.282 -5.227
H -1.861 2.165 -3.999
H -2.492 3.756 -4.463
H -1.275 4.807 -6.529
H 0.052 3.774 -7.344
H -2.910 3.867 -7.954
H -1.403 4.404 -8.777
H -0.878 2.249 -9.489
H -2.509 2.186 -9.281
H -3.210 0.441 -6.367
H -3.483 -0.178 -8.015
H -3.651 1.581 -7.423
H -1.336 -0.169 -9.562
H -0.872 -1.059 -8.073
H 0.135 0.200 -8.738
H 0.057 0.012 -5.950
C 2.035 0.326 -1.274
C 1.245 0.145 0.111
C 1.257 1.465 0.771
C -0.202 -0.170 -0.387
C -1.087 -0.908 0.615
C -0.354 -2.056 1.153
C 1.017 -1.760 1.831
C 0.988 -1.130 3.312
C 1.781 -3.201 2.081
N 1.824 -0.897 0.918
O 3.180 -0.712 1.032
H 2.354 -0.602 -1.748
H 1.508 0.930 -2.013
H 2.899 0.947 -1.038
H 0.540 1.528 1.589
H 2.162 1.627 1.356
H 1.208 2.340 0.122
H -0.813 0.711 -0.582
H -0.089 -0.811 -1.262
H -1.459 -0.220 1.374
H -2.026 -1.193 0.139
H -0.193 -2.807 0.380
H -1.054 -2.467 1.881
H 1.952 -1.000 3.803
H 0.446 -1.812 3.967
H 0.600 -0.117 3.208
H 2.652 -3.136 2.732
H 2.154 -3.605 1.140
H 1.034 -3.930 2.397
H 3.177 -0.088 1.762
N 1.760 -0.829 8.528
C 0.472 -0.863 8.257
N 0.296 -0.656 7.000
O -0.439 -0.970 9.000
H 2.107 -1.095 9.439
H 2.376 -0.769 7.730
H -0.691 -0.547 6.819
H 1.018 -0.554 6.301
N 5.574 -1.794 5.469
C 4.395 -1.842 5.925
N 4.104 -3.001 6.383
O 3.628 -0.964 6.157
H 5.882 -0.854 5.265
H 6.146 -2.602 5.265
H 3.297 -3.120 6.978
H 4.521 -3.745 5.842
N -2.472 -7.036 2.100
C -1.294 -7.639 2.129
N -0.411 -7.046 2.852
O -1.104 -8.715 1.599
H -3.287 -7.497 1.723
H -2.646 -6.233 2.688
H 0.373 -7.634 3.096
H -0.620 -6.147 3.263
N -1.074 -4.496 6.541
C -0.526 -4.593 5.331
N 0.784 -4.467 5.442
O -0.979 -4.654 4.213
H -0.431 -4.162 7.245
H -2.065 -4.634 6.678
H 1.391 -4.601 4.645
H 1.193 -4.565 6.360
N -3.665 -0.648 3.667
C -3.173 0.443 4.035
N -3.175 0.755 5.341
O -2.526 1.232 3.312
H -3.508 -1.010 2.738
H -3.978 -1.329 4.344
H -2.576 1.558 5.473
H -3.876 0.293 5.903
N 5.280 -5.106 3.174
C 5.120 -5.673 2.065
N 4.919 -4.831 1.199
O 5.209 -6.913 2.028
H 5.323 -4.098 3.220
H 5.225 -5.678 4.006
H 4.947 -5.069 0.218
H 4.850 -3.850 1.432

71
Properties=species:S:1:pos:R:3 method="wB97M-V/def2-TZVPD" e_lumo_ha=-0.056 smiles="CNCc1c(Cl)c2c(c(C[C@H](C)Br)c1OC(=O)c1ccccc1)C(=O)C(F)=C([PH2]=S)C2=O.ClC(Cl)Cl.ClC(Cl)Cl.ClC(Cl)Cl.ClC(Cl)Cl" homo_lumo_gap_ev=7.27 fmax_ev_per_a=2.14
C -0.511 3.198 3.578
N -0.802 2.049 2.702
C 0.034 2.107 1.484
C 0.719 0.804 1.111
C 2.012 0.843 0.588
Cl 2.868 2.332 0.360
C 2.641 -0.325 0.203
C 1.987 -1.558 0.331
C 0.703 -1.624 0.858
C -0.050 -2.923 1.025
C -0.462 -3.230 2.467
C 0.724 -3.245 3.457
Br -1.248 -5.046 2.452
C 0.103 -0.424 1.236
O -1.209 -0.487 1.743
C -2.136 -0.594 0.717
O -1.853 -0.328 -0.419
C -3.507 -1.119 1.052
C -4.421 -0.609 2.018
C -5.642 -1.221 2.166
C -5.989 -2.314 1.387
C -5.121 -2.812 0.448
C -3.888 -2.206 0.291
C 2.726 -2.775 -0.152
O 2.684 -3.858 0.370
C 3.600 -2.510 -1.356
F 3.722 -3.481 -2.250
C 4.217 -1.342 -1.492
P 5.245 -0.973 -2.965
S 5.131 0.927 -3.391
C 4.036 -0.337 -0.395
O 4.945 0.351 -0.019
H -0.331 4.112 3.015
H 0.354 2.970 4.212
H -1.361 3.379 4.241
H -0.542 1.206 3.195
H 0.773 2.904 1.520
H -0.637 2.332 0.640
H 0.482 -3.791 0.649
H -0.966 -2.859 0.426
H -1.218 -2.560 2.858
H 0.776 -4.216 3.945
H 1.691 -3.086 2.977
H 0.577 -2.499 4.240
H -4.140 0.220 2.638
H -6.353 -0.892 2.913
H -6.945 -2.817 1.477
H -5.391 -3.648 -0.182
H -3.205 -2.602 -0.452
H 4.612 -1.674 -4.009
H 6.563 -1.427 -2.778
Cl -3.212 3.516 -1.144
C -3.746 3.375 0.530
Cl -5.412 3.914 0.731
Cl -3.544 1.685 0.997
H -3.111 3.987 1.158
Cl 0.679 -1.130 -6.860
C -0.026 -0.063 -5.642
Cl 0.031 -0.813 -4.040
Cl 0.775 1.508 -5.641
H -1.067 0.094 -5.892
Cl -2.185 2.339 -6.880
C -2.851 3.326 -5.579
Cl -2.600 2.474 -4.057
Cl -2.097 4.919 -5.531
H -3.911 3.456 -5.751
Cl 5.779 3.898 0.297
C 7.224 2.910 0.497
Cl 8.318 3.119 -0.870
Cl 8.041 3.297 2.015
H 6.917 1.872 0.530

10
Properties=species:S:1:pos:R:3 method="wB97M-V/def2-TZVPD" e_lumo_ha="0.098 / 0.098" homo_lumo_gap_ev="6.25 / 6.26" fmax_ev_per_a=2.95 total_charge=-1
Au 1.167 -2.748 8.514
O 0.166 -0.690 5.807
Cl 1.642 -0.663 5.960
O 2.079 0.782 6.029
O 1.960 -1.233 7.312
O 0.797 -4.467 9.513
I -0.388 -5.309 8.210
C -0.913 -3.479 7.270
H -1.834 -3.301 7.789
H -0.664 -3.425 6.110